Record 1
{"formula": "C2H4O2S2", "method": "ωB97M-V with the def2-TZVPD basis set", "symbols": ["C", "C", "O", "O", "S", "S", "H", "H", "H", "H"], "positions_angstrom": [[-0.242501, 0.106088, 0.638782], [-0.253071, 0.612333, -0.774634], [0.682991, -0.481262, 1.237929], [-1.393293, 0.133388, 1.295971], [2.230701, -0.785760, 0.647874], [-0.241626, -0.743871, -1.960650], [0.646249, 1.204809, -0.840391], [-1.061871, 1.388824, -1.082840], [-1.164544, -0.235941, 2.153154], [0.796966, -1.198610, -1.315194]], "forces_ev_per_a": [[-1.72, -0.35, -0.64], [-0.74, 2.07, -0.06], [-1.41, 0.69, 0.33], [0.55, 0.49, -0.46], [1.65, -0.24, -0.80], [-0.92, 0.38, -0.20], [0.72, -0.05, -0.33], [0.91, -1.74, 1.21], [-0.39, -0.29, 0.73], [1.34, -0.95, 0.22]], "nbo_charge": [0.8132, -0.6682, -0.5233, -0.6072, -0.2141, 0.0159, 0.2644, 0.2718, 0.5013, 0.1462], "spin_multiplicity": 1, "de_lowest_ev": 2.304, "charge": 0}

=====

Record 2
{"formula": "C5H12NO3", "method": "ωB97M-V with the def2-TZVPD basis set", "symbols": ["C", "N", "C", "O", "C", "C", "C", "O", "H", "H", "H", "H", "H", "H", "H", "H", "H", "H", "H", "H", "O"], "positions_angstrom": [[1.077094, 1.648283, 1.121625], [-0.012997, 1.711558, 0.134236], [-1.332590, 1.398707, 0.482123], [-1.712136, 0.007356, 0.286279], [2.213436, 0.671878, 0.672314], [1.786399, -0.530013, -0.131556], [1.152486, -1.571013, 0.508302], [0.678090, -2.670064, 0.108824], [1.503379, 2.668294, 1.087107], [0.777294, 1.536408, 2.156033], [0.306939, 1.264693, -0.714103], [-1.541068, 1.646039, 1.516110], [-2.051746, 1.908841, -0.165828], [2.985268, 1.244097, 0.159665], [2.688078, 0.384836, 1.625783], [2.080494, -0.524606, -1.182020], [-1.010987, -0.576419, 0.623552], [1.002474, -1.360082, 1.608215], [-2.602531, -0.968362, -1.845480], [-2.351087, -0.229494, -3.169782], [-2.809673, -0.981986, -2.790201]], "forces_ev_per_a": [[0.62, 1.30, -1.56], [0.51, 0.55, 0.64], [-0.58, -1.30, -0.55], [-0.05, 0.04, 0.07], [-0.23, -0.20, 1.03], [0.40, 0.33, 0.12], [-0.25, -0.29, 0.00], [0.11, 0.21, -0.16], [0.18, -0.19, 0.38], [-0.58, -0.60, 0.07], [-0.30, -0.26, -0.03], [0.15, 0.36, 0.32], [0.03, 0.14, 0.08], [-0.05, 0.09, -0.27], [0.09, -0.15, -0.18], [-0.26, -0.34, 0.12], [0.01, 0.20, -0.22], [0.14, 0.08, 0.00], [0.23, 0.14, -0.01], [0.13, 0.02, 0.18], [-0.28, -0.11, -0.04]], "nbo_charge": [-0.2212, -0.6714, 0.1074, -0.7894, -0.4310, -0.5623, 0.2489, -0.7732, 0.1571, 0.1762, 0.3860, 0.1441, 0.1454, 0.1858, 0.1835, 0.1804, 0.4942, 0.0416, 0.4989, 0.4616, -0.9624], "spin_multiplicity": 1, "de_lowest_ev": 3.053, "charge": -1}

=====

Record 3
{"formula": "C37H30Br2FNO8", "method": "ωB97M-V with the def2-TZVPD basis set", "symbols": ["C", "C", "O", "C", "C", "O", "C", "F", "O", "C", "N", "O", "C", "Br", "C", "C", "Br", "H", "H", "H", "H", "H", "H", "H", "H", "H", "H", "H", "H", "H", "H", "O", "C", "C", "C", "C", "C", "C", "C", "C", "O", "C", "C", "C", "C", "C", "C", "H", "H", "H", "H", "H", "H", "H", "H", "O", "C", "C", "C", "C", "C", "C", "C", "C", "O", "C", "C", "C", "C", "C", "C", "H", "H", "H", "H", "H", "H", "H", "H"], "positions_angstrom": [[-8.333499, 0.850531, -0.153697], [-7.744413, 1.663471, -1.284091], [-6.340328, 1.785588, -1.185265], [-5.933608, 2.853974, -0.377275], [-4.515042, 2.607913, 0.165567], [-4.048967, 1.292517, -0.104646], [-4.172027, 0.428320, 0.926458], [-5.476950, 0.400027, 1.355183], [-3.407601, 0.832389, 2.022244], [-4.059202, 0.970631, 3.248316], [-4.407881, -0.211289, 3.868870], [-4.246385, 2.079993, 3.716699], [-3.771476, -0.957176, 0.440819], [-5.120632, -2.289299, 0.518943], [-2.546350, -1.224102, -0.017969], [-1.473804, -0.180076, -0.094869], [-2.070400, -2.955407, -0.621078], [-8.178570, 1.324108, 0.802351], [-7.886726, -0.133463, -0.157357], [-9.393166, 0.741597, -0.342136], [-8.195798, 2.653992, -1.294988], [-7.960329, 1.178915, -2.224156], [-6.609273, 2.942607, 0.470813], [-5.970801, 3.797782, -0.915102], [-3.824491, 3.279959, -0.320422], [-4.497234, 2.837198, 1.220829], [-4.122103, -0.214004, 4.834259], [-4.053661, -1.017530, 3.372533], [-1.734278, 0.615060, -0.770828], [-0.518031, -0.602430, -0.354405], [-1.356305, 0.237093, 0.895178], [1.326393, -1.084699, -3.130404], [2.126881, -1.929708, -3.482056], [3.241697, -1.605509, -4.411833], [3.388068, -0.302442, -4.868514], [4.437137, 0.018746, -5.711754], [5.344469, -0.960273, -6.102225], [5.195969, -2.263522, -5.660143], [4.143732, -2.593389, -4.817185], [3.990947, -4.007188, -4.364640], [4.744132, -4.872177, -4.756388], [2.890331, -4.320822, -3.409851], [2.743379, -5.617268, -2.935523], [1.741689, -5.908494, -2.024374], [0.883925, -4.906168, -1.580302], [1.019533, -3.615105, -2.058567], [2.016911, -3.322650, -2.976869], [2.680833, 0.453873, -4.558941], [4.551884, 1.034482, -6.065057], [6.168374, -0.704486, -6.754498], [5.894569, -3.029568, -5.964813], [3.416154, -6.390378, -3.278163], [1.630672, -6.918304, -1.653115], [0.110741, -5.136331, -0.858787], [0.357760, -2.831665, -1.720196], [2.084565, 3.751961, 1.623651], [2.617873, 2.907288, 2.311003], [3.122385, 3.234857, 3.674626], [2.954067, 4.522330, 4.166669], [3.389723, 4.836232, 5.441883], [3.994965, 3.865097, 6.232686], [4.175943, 2.583656, 5.743087], [3.744862, 2.264000, 4.462393], [3.962965, 0.882743, 3.946578], [4.546618, 0.053920, 4.612192], [3.439087, 0.549129, 2.592204], [3.598932, -0.741209, 2.104308], [3.095627, -1.075394, 0.859187], [2.429880, -0.122223, 0.094956], [2.277250, 1.167824, 0.572306], [2.782704, 1.510247, 1.819417], [2.479333, 5.270778, 3.548501], [3.255593, 5.838949, 5.824538], [4.326575, 4.110867, 7.232431], [4.650331, 1.825823, 6.350006], [4.113878, -1.477678, 2.704539], [3.217122, -2.082345, 0.481166], [2.032548, -0.385208, -0.876235], [1.762482, 1.912985, -0.017899]], "forces_ev_per_a": [[0.08, -0.01, -0.48], [-0.01, 0.17, 0.35], [0.25, -0.08, -0.40], [-0.15, -0.49, 0.49], [-0.23, 0.53, -0.47], [0.23, -0.08, 0.17], [-0.43, -0.33, -0.61], [-0.17, 0.10, 0.05], [-0.17, 0.11, 0.59], [-0.38, 1.80, 1.04], [0.84, 0.17, -0.65], [0.47, -1.81, -0.75], [0.17, -0.82, -0.22], [0.13, 0.22, 0.04], [-0.44, 0.26, 0.03], [0.14, -0.38, 0.48], [-0.23, 0.20, 0.13], [0.02, 0.08, 0.39], [0.15, -0.29, 0.17], [-0.38, -0.03, 0.14], [-0.15, 0.25, -0.17], [0.04, -0.10, -0.39], [-0.18, 0.06, 0.22], [0.05, 0.24, -0.24], [0.33, 0.06, -0.19], [0.15, -0.08, 0.36], [-0.40, 0.05, 0.30], [-0.06, -0.14, 0.10], [-0.10, 0.23, -0.34], [0.23, -0.19, -0.31], [0.04, 0.34, 0.26], [0.12, 0.09, -0.03], [-0.16, 0.13, 0.05], [0.02, -0.11, 0.00], [0.05, 0.11, -0.05], [0.04, -0.03, -0.02], [-0.05, 0.04, 0.02], [0.08, 0.06, -0.08], [-0.12, 0.02, 0.08], [0.10, -0.09, -0.05], [0.01, -0.01, 0.00], [-0.02, 0.11, -0.02], [-0.05, -0.11, 0.08], [-0.03, 0.06, 0.01], [0.06, -0.07, -0.03], [0.00, -0.11, 0.11], [0.12, -0.01, -0.05], [-0.06, -0.05, 0.06], [0.01, 0.02, 0.00], [0.01, 0.01, -0.02], [-0.04, -0.09, 0.04], [0.07, 0.04, -0.06], [0.00, -0.02, 0.01], [-0.01, -0.01, 0.02], [0.09, 0.02, -0.11], [-0.01, 0.00, -0.01], [-0.06, 0.11, -0.09], [0.03, -0.13, 0.01], [0.00, 0.11, 0.08], [0.03, -0.04, 0.03], [-0.02, 0.04, -0.04], [0.03, 0.07, 0.11], [-0.06, 0.03, -0.12], [0.07, -0.10, 0.08], [0.00, -0.01, 0.01], [-0.04, 0.12, 0.00], [-0.01, -0.11, -0.08], [-0.03, 0.03, -0.03], [0.02, -0.05, 0.00], [-0.04, -0.06, -0.10], [0.05, -0.03, 0.12], [-0.03, -0.05, -0.08], [0.00, 0.02, 0.01], [0.01, 0.01, 0.01], [0.01, -0.08, -0.06], [0.02, 0.05, 0.09], [0.00, -0.02, -0.01], [-0.02, -0.01, -0.06], [0.02, 0.08, 0.05]], "mulliken_charge": [-1.0328, -0.3572, -0.3727, -0.5271, -0.4679, -0.3665, 0.9675, -0.3868, -0.2762, 0.5201, -0.4207, -0.5858, -0.1764, -0.0824, 0.4315, -0.7436, -0.1882, 0.2806, 0.1586, 0.4582, 0.3496, 0.3354, 0.3427, 0.3952, 0.4474, 0.2310, 0.3123, 0.2480, 0.3129, -0.0967, 0.3582, -0.7147, 0.6079, 0.1530, -0.5679, -0.5398, -0.4611, -0.6018, 0.2193, 0.4974, -0.6658, 0.3642, -0.6657, -0.6035, -0.3991, 0.2218, -0.0398, 0.5152, 0.4002, 0.4047, 0.4798, 0.4933, 0.4031, 0.3685, 0.1010, -0.6669, 0.5293, 0.1491, -0.5627, -0.4695, -0.4863, -0.5438, 0.2079, 0.6901, -0.6641, 0.1733, -0.8050, -0.6264, -0.1932, -0.8387, 0.1415, 0.4756, 0.3993, 0.3973, 0.4716, 0.4786, 0.5248, 0.6619, 0.5180], "e_tot_ev": -199528.60684, "spin_multiplicity": 1, "charge": 0}

=====

Record 4
{"formula": "C5H13NO2", "method": "ωB97M-V with the def2-TZVPD basis set", "symbols": ["C", "N", "C", "C", "C", "C", "O", "H", "H", "H", "H", "H", "H", "H", "H", "H", "H", "H", "O", "H", "H"], "positions_angstrom": [[2.587699, -1.550804, 2.318810], [2.020422, -2.269690, 1.459411], [0.833013, -1.777706, 0.783361], [0.724611, -0.301587, 0.420249], [-0.718863, 0.211733, 0.587477], [-0.961274, 1.577506, -0.038100], [-0.948375, 1.453282, -1.482364], [3.511976, -1.906754, 2.767859], [2.247715, -0.568692, 2.662551], [-0.106054, -2.125537, 1.240793], [0.718965, -2.410445, -0.099595], [0.948438, -0.157076, -0.639331], [1.388242, 0.320634, 0.986215], [-0.854294, 0.298774, 1.666027], [-1.386044, -0.530690, 0.149779], [-0.039704, 2.146083, 0.082526], [-1.920025, 1.996414, 0.257449], [-1.605773, 0.819335, -1.784453], [-2.147751, 1.215148, -3.860935], [-1.407247, 1.823471, -3.962137], [-2.885678, 1.736601, -3.515593]], "forces_ev_per_a": [[0.27, 0.08, 0.18], [-0.12, 0.06, 0.10], [-0.81, -0.80, -0.64], [-0.97, 0.03, -1.04], [0.72, 0.15, 0.59], [0.76, -1.42, -1.79], [0.04, 0.25, 0.47], [-0.06, -0.12, 0.10], [-0.09, 0.04, -0.15], [0.41, 0.28, 0.99], [0.49, 0.33, -0.49], [0.41, -0.08, 0.07], [0.42, 0.31, 0.36], [-0.59, -0.20, 0.12], [-0.34, 0.02, 0.20], [-0.55, 0.73, 0.77], [0.27, 0.47, 0.43], [-0.05, -0.02, -0.06], [-0.44, -0.14, -0.23], [-0.12, 0.02, 0.21], [0.35, 0.02, -0.19]], "nbo_charge": [-0.0593, -0.3761, -0.2700, -0.4249, -0.4102, -0.0705, -0.7524, 0.1698, 0.1356, 0.2023, 0.2025, 0.2198, 0.1981, 0.2002, 0.1940, 0.1860, 0.1723, 0.4759, -0.9476, 0.4836, 0.4709], "spin_multiplicity": 1, "de_lowest_ev": 2.507, "charge": 0}

=====

Record 5
{"formula": "C4H9N3", "method": "ωB97M-V with the def2-TZVPD basis set", "symbols": ["N", "N", "C", "N", "C", "C", "C", "H", "H", "H", "H", "H", "H", "H", "H", "H"], "positions_angstrom": [[-0.321149, 0.678628, -0.150105], [-2.027365, 0.254779, -0.591937], [0.524862, -0.350148, -0.068463], [-2.701603, -0.098987, 0.579127], [1.849320, 0.259818, -0.383764], [0.320325, -1.669278, 0.128036], [2.362904, 1.349177, 0.178041], [-1.123197, 1.199781, -0.894448], [-1.924286, -0.578529, -1.171208], [-2.941996, 0.744555, 1.085663], [-2.149180, -0.709429, 1.180961], [2.496216, -0.390485, -0.965106], [1.156856, -2.306146, 0.350788], [-0.659850, -2.112857, 0.019691], [3.381294, 1.651930, -0.008849], [1.756849, 2.077191, 0.711571]], "forces_ev_per_a": [[-5.10, 2.07, -1.85], [1.50, -0.64, 1.64], [0.60, -0.54, -1.41], [-0.56, 0.13, -0.10], [1.42, -1.00, 1.51], [-0.03, 0.61, -0.22], [-0.44, 0.53, -0.54], [2.14, -0.92, 1.02], [0.18, 0.19, 0.11], [0.06, -0.10, -0.08], [0.00, 0.25, -0.26], [0.03, 0.06, -0.03], [0.14, -0.18, -0.28], [-0.08, -0.02, 0.38], [0.12, -0.04, -0.20], [0.02, -0.40, 0.30]], "nbo_charge": [-0.5511, -0.4031, 0.1102, -0.6355, -0.1983, -0.5686, -0.3538, 0.5027, 0.3649, 0.3608, 0.3612, 0.2102, 0.2144, 0.1861, 0.1971, 0.2027], "spin_multiplicity": 1, "de_lowest_ev": 6.625, "charge": 0}